Record 1
Molecular formula: C32H36N5O2
Method: DFT, ωB97M-V/def2-TZVPD

Output
SMILES = CN1C(=O)[C@@H](Cc2ccccc2)N(/C=C/[C@H](c2ccc(C#N)cc2)[n+]2ccc(N3CCOCC3)cc2)C1(C)C
E_HOMO = -0.390 Ha
Orbital gap = 7.49 eV
Charge = +1

CARTESIAN COORDINATES (ANGSTROEM)
C -2.414 -4.197 4.532
N -1.575 -3.549 3.551
C -0.669 -4.243 2.814
O -0.405 -5.440 2.914
C -0.035 -3.258 1.837
C -0.186 -3.698 0.364
C 0.554 -4.973 0.057
C -0.125 -6.063 -0.516
C 0.556 -7.266 -0.696
C 1.911 -7.372 -0.385
C 2.602 -6.247 0.112
C 1.916 -5.047 0.303
N -0.705 -1.999 2.120
C -0.354 -0.915 1.328
C -0.994 0.318 1.272
C -0.484 1.644 0.834
C -1.388 2.804 1.136
C -1.076 4.103 0.724
C -1.839 5.212 1.122
C -2.901 5.096 2.023
C -3.632 6.283 2.360
N -4.129 7.346 2.521
C -3.173 3.818 2.522
C -2.448 2.712 2.075
C -1.756 -2.148 3.151
C -3.181 -1.998 2.611
C -1.562 -1.289 4.406
H -2.119 -5.244 4.640
H -2.318 -3.693 5.498
H -3.466 -4.153 4.232
H 1.038 -3.166 2.081
H -1.262 -3.810 0.165
H 0.176 -2.878 -0.272
H -1.181 -5.967 -0.757
H 0.014 -8.141 -1.074
H 2.450 -8.310 -0.541
H 3.657 -6.313 0.361
H 2.436 -4.163 0.693
H 0.588 -1.095 0.722
H -1.859 0.517 1.904
H 0.667 1.768 1.299
H -0.215 4.366 0.096
H -1.636 6.215 0.714
H -3.979 3.672 3.249
H -2.718 1.793 2.593
H -3.395 -2.820 1.908
H -3.890 -2.083 3.450
H -3.288 -1.022 2.128
H -0.688 -1.658 4.966
H -1.444 -0.236 4.129
H -2.440 -1.404 5.061
C 2.323 3.935 -6.636
C 1.584 3.366 -5.405
N 2.292 3.386 -4.108
C 1.682 2.924 -2.953
C 0.375 2.289 -2.884
C -0.225 1.896 -1.652
N 0.388 2.124 -0.493
C 1.677 2.609 -0.481
C 2.374 2.997 -1.675
C 3.690 3.863 -4.078
C 4.315 4.267 -5.444
O 3.377 4.832 -6.354
H 2.714 3.125 -7.269
H 1.658 4.549 -7.246
H 0.662 3.958 -5.315
H 1.316 2.333 -5.668
H -0.230 2.029 -3.776
H -1.209 1.381 -1.539
H 2.157 2.623 0.520
H 3.423 3.328 -1.517
H 3.766 4.784 -3.465
H 4.372 3.106 -3.653
H 5.048 5.082 -5.320
H 4.833 3.408 -5.926


Record 2
Molecular formula: CH5ClO4Pb
Method: DFT, ωB97M-V/def2-TZVPD

Output
Relative energy (zero: lowest compared OMol25 entry of this formula, charge and spin) = 0.0000 eV
E_HOMO = -0.334 Ha
Orbital gap = 8.26 eV
Charge = 0

CARTESIAN COORDINATES (ANGSTROEM)
Pb 1.609 1.240 1.113
C 0.645 1.080 -0.951
H 0.193 2.087 -1.042
H 1.438 0.967 -1.709
H -0.124 0.306 -1.051
H -0.581 -0.983 -2.795
H -0.513 -1.519 -2.236
O -1.534 -0.972 0.707
Cl -0.586 -0.684 1.747
O -0.827 -1.333 2.992
O 0.813 -1.024 1.253
O -0.532 0.836 1.972


Record 3
Molecular formula: C26H27IrN4OPS2Te
Method: DFT, ωB97M-V/def2-TZVPD

Output
Relative energy (zero: lowest compared OMol25 entry of this formula, charge and spin) = 0.4047 eV
Spin multiplicity = 2
⟨S²⟩ = 0.772
E_HOMO (spin up / spin down) = -0.513 / -0.497 Ha
Orbital gap (spin up / spin down) = 7.79 / 4.10 eV
Charge = +2

CARTESIAN COORDINATES (ANGSTROEM)
Ir 0.094 1.313 0.414
S -0.388 2.162 -1.651
C 1.263 1.875 -2.153
S 2.117 1.460 -0.679
C 1.776 1.967 -3.402
C 0.908 2.321 -4.481
N 0.154 2.557 -5.315
C 3.161 1.679 -3.613
N 4.279 1.469 -3.771
N -1.869 1.194 1.285
C -2.520 -0.129 1.272
C -3.726 -0.296 1.933
C -4.365 -1.524 1.874
C -3.808 -2.573 1.150
C -2.602 -2.398 0.495
C -1.938 -1.173 0.570
P -0.374 -0.871 -0.269
C -0.658 -1.224 -2.008
C 0.130 -2.113 -2.737
C -0.151 -2.340 -4.077
C -1.213 -1.691 -4.689
C -2.019 -0.825 -3.960
C -1.746 -0.594 -2.624
C 0.879 -1.997 0.374
C 0.641 -2.797 1.490
C 1.659 -3.596 1.999
C 2.911 -3.596 1.403
C 3.156 -2.793 0.293
C 2.148 -1.992 -0.217
H -1.772 1.486 2.257
H -2.505 1.861 0.851
H -4.174 0.527 2.478
H -5.309 -1.660 2.385
H -4.319 -3.525 1.095
H -2.173 -3.211 -0.079
H 0.951 -2.640 -2.273
H 0.460 -3.031 -4.641
H -1.424 -1.870 -5.735
H -2.860 -0.336 -4.432
H -2.406 0.050 -2.053
H -0.330 -2.804 1.965
H 1.465 -4.228 2.855
H 3.697 -4.227 1.795
H 4.129 -2.802 -0.182
H 2.349 -1.378 -1.088
C 1.498 0.182 4.509
C 1.537 0.276 3.018
N 2.653 -0.059 2.395
O 0.517 0.700 2.412
H 1.977 -0.732 4.858
H 0.470 0.216 4.854
H 2.039 1.031 4.933
H 3.431 -0.429 2.918
H 2.687 -0.149 1.391
C 1.286 4.908 -0.267
Te 0.538 3.836 1.396
C -1.400 4.696 1.276
H 0.648 4.739 -1.131
H 2.303 4.579 -0.467
H 1.287 5.960 0.011
H -1.293 5.770 1.408
H -2.021 4.305 2.080
H -1.833 4.484 0.301


no.,electronic energy (Eh),largest force on an atom (eV/Å)
1,-1664.9066,6.5
2,-994.7592,1.7
3,-2810.8362,0.3